The following is a DFT calculation (the ωB97M-V functional and the def2-TZVPD basis) of a structure of composition C55H142NO17PtS9 in a non-equilibrium geometry.

Computed properties:
total charge: +1
HOMO energy (spin up / spin down): -0.348 / -0.368 hartree
total energy: -196378.9096 eV
2S+1: 3
max |F|: 3.7 eV Å⁻¹
Kohn-Sham gap (spin up / spin down): 7.80 / 8.35 eV

Element x y z (Å)
Pt: 1.62792 -3.29919 -1.86422
C: 1.89287 1.69946 -0.13794
C: 1.01900 0.71448 0.63943
C: -0.16422 1.41158 1.31100
C: -1.35181 1.83037 0.42402
C: -1.82461 0.53948 -0.22773
C: -0.82151 -0.20202 -1.07982
N: 0.50108 -0.29934 -0.27679
O: 1.39294 -1.19883 -0.64531
C: -0.52448 0.44947 -2.42076
C: -1.33650 -1.62337 -1.35449
C: 1.89532 -0.08279 1.66950
H: 2.26402 2.48072 0.49902
H: 1.19952 2.12808 -0.84970
H: 2.70428 1.30228 -0.74156
H: 0.29564 2.29538 1.76382
H: -0.48710 0.77200 2.14961
H: -1.07476 2.61004 -0.27578
H: -2.16255 2.27719 0.94628
H: -2.68858 0.77619 -0.85772
H: -2.17829 -0.16016 0.56192
H: -0.07573 1.46482 -2.29882
H: -1.46764 0.61021 -2.89749
H: 0.12347 -0.18579 -3.02680
H: -1.85364 -2.22040 -0.55018
H: -0.59706 -2.30126 -1.76455
H: -2.03698 -1.62298 -2.16917
H: 2.70158 -0.66530 1.23558
H: 1.28196 -0.75649 2.26364
H: 2.52021 0.59135 2.28445
C: -6.13681 5.65312 5.00947
C: -5.93201 5.03426 3.64846
O: -4.78239 4.21029 3.80238
C: -4.12730 3.86955 2.58652
C: -2.88997 4.70703 2.46002
H: -5.29472 6.21340 5.38789
H: -6.93105 6.42503 5.03895
H: -6.36902 4.84954 5.71459
H: -6.77845 4.32647 3.42885
H: -5.76194 5.76095 2.81289
H: -3.88852 2.78045 2.63206
H: -4.72106 4.13072 1.72471
H: -2.11973 4.48239 3.16295
H: -3.20466 5.76147 2.57499
H: -2.52977 4.70687 1.42649
C: -0.94270 -3.19652 4.79511
C: -1.03485 -1.78973 4.19384
O: -2.13959 -1.22704 4.79260
C: -2.46164 0.04939 4.32530
C: -3.64766 0.57836 5.19289
H: -0.88450 -3.13687 5.93104
H: -1.79615 -3.78564 4.55294
H: -0.05771 -3.79337 4.41346
H: -0.11463 -1.16981 4.40143
H: -1.17628 -1.91244 3.13083
H: -1.59301 0.72963 4.46428
H: -2.79466 0.09543 3.26428
H: -3.84734 1.67278 4.94130
H: -3.31994 0.52301 6.22439
H: -4.56788 -0.01499 5.01413
C: -2.37825 -1.52470 -7.23239
C: -1.82386 -0.12445 -6.92376
O: -2.74187 0.89999 -7.26971
C: -2.29906 2.23211 -7.13425
C: -2.08231 2.74058 -5.69540
H: -2.63198 -1.71864 -8.28898
H: -1.65311 -2.24326 -6.92373
H: -3.30377 -1.57039 -6.68483
H: -1.62451 -0.21824 -5.82914
H: -0.88018 0.02723 -7.41112
H: -1.33933 2.39110 -7.61010
H: -2.98445 2.86216 -7.67053
H: -2.99700 2.67609 -5.08992
H: -1.89245 3.87657 -5.69567
H: -1.25096 2.18819 -5.21418
C: -4.56244 -1.04188 -3.90956
C: -4.31246 0.48321 -3.95122
O: -5.46983 1.20616 -3.77308
C: -6.44894 1.08283 -4.81994
C: -7.57405 2.05096 -4.54590
H: -5.41564 -1.31193 -4.59528
H: -3.56997 -1.48196 -4.22274
H: -4.81335 -1.33982 -2.91018
H: -3.67937 0.89612 -3.14569
H: -3.78220 0.77343 -4.89252
H: -6.05020 1.20567 -5.80949
H: -6.73882 0.06871 -4.61440
H: -8.38069 1.90069 -5.27521
H: -7.32415 3.10218 -4.77247
H: -7.90760 2.00909 -3.53696
C: 2.94844 -1.07278 5.91772
C: 3.95486 -0.23380 6.65680
O: 3.56541 1.17901 6.57377
C: 4.44423 1.99645 7.33950
C: 4.14716 3.44469 7.12840
H: 2.88393 -0.80285 4.90070
H: 3.34173 -2.10691 5.97387
H: 1.94302 -0.94702 6.37485
H: 4.12731 -0.50284 7.69980
H: 4.87232 -0.38562 6.11737
H: 4.36223 1.67005 8.36131
H: 5.54506 1.75919 7.18011
H: 4.27930 3.64339 6.06768
H: 4.85444 4.04958 7.70722
H: 3.10096 3.71518 7.34503
C: -1.73451 4.10327 6.10734
C: -0.62403 3.01502 5.89602
O: -0.36517 2.94054 4.50579
C: 0.69944 3.80222 4.10404
C: 1.99469 3.14487 4.34636
H: -1.36555 5.01787 5.58249
H: -2.69399 3.81631 5.69095
H: -1.95497 4.34389 7.11828
H: 0.31621 3.24207 6.43627
H: -1.04766 2.02373 6.16305
H: 0.44599 4.00369 3.07174
H: 0.64801 4.75250 4.57449
H: 2.86148 3.74344 4.06371
H: 2.00260 2.20176 3.72879
H: 2.11951 2.75699 5.40177
C: 5.66027 2.26943 -0.14273
C: 5.64950 2.79838 1.29215
O: 5.76713 1.65112 2.12931
C: 6.37304 1.83807 3.42047
C: 7.86731 1.71297 3.28844
H: 6.64456 1.86262 -0.29558
H: 4.88590 1.50991 -0.31130
H: 5.55304 3.12505 -0.81599
H: 6.53292 3.44861 1.42564
H: 4.76192 3.36350 1.54538
H: 5.95514 2.75588 3.84039
H: 5.97935 1.00186 4.01228
H: 8.39760 1.74619 4.27233
H: 8.31612 2.41609 2.60461
H: 8.15023 0.67834 2.94989
C: -5.20345 3.12441 -1.32370
S: -5.61147 4.87306 -1.20701
O: -4.73879 5.54530 -0.19470
C: -4.98793 5.17068 -2.98596
H: -5.83664 2.63887 -2.04901
H: -5.32966 2.60783 -0.32086
H: -4.20490 2.86792 -1.68471
H: -3.89059 5.18566 -3.06276
H: -5.39731 6.14289 -3.31660
H: -5.34169 4.32273 -3.57369
C: 5.26928 -3.49839 2.44537
S: 5.52489 -1.60424 2.63496
O: 6.50536 -1.54429 3.79668
C: 6.49364 -1.29603 1.02383
H: 6.16637 -4.11086 2.48544
H: 4.69858 -3.70986 1.53892
H: 4.67164 -3.72393 3.27975
H: 5.93546 -1.58783 0.13412
H: 7.45291 -1.80478 1.06262
H: 6.56756 -0.24321 1.02631
C: 3.09355 -7.56674 -1.59929
S: 2.81514 -6.50939 -3.10652
O: 1.59562 -5.56178 -2.65111
C: 4.32994 -5.48623 -2.92079
H: 3.98348 -8.16036 -1.92691
H: 2.22857 -8.17156 -1.45265
H: 3.31215 -6.95352 -0.72535
H: 4.14808 -4.58566 -3.49739
H: 5.20495 -5.85332 -3.43443
H: 4.49262 -5.19335 -1.87223
C: -2.61294 -4.89994 -1.63960
S: -3.63489 -6.09625 -0.77242
O: -4.90170 -5.38015 -0.34871
C: -4.23767 -7.06034 -2.22953
H: -2.37897 -4.09925 -0.92610
H: -3.24498 -4.40327 -2.36853
H: -1.71053 -5.25892 -2.20122
H: -3.38178 -7.30551 -2.83789
H: -4.88359 -6.34209 -2.74167
H: -4.83073 -7.90599 -1.82289
C: 3.86800 4.56991 -4.46635
S: 2.76581 3.13682 -4.11050
O: 3.67616 2.10343 -3.43756
C: 2.61881 2.53710 -5.90938
H: 4.22025 5.06531 -3.56822
H: 3.34514 5.35773 -5.11855
H: 4.71370 4.08178 -5.01123
H: 2.22690 1.53134 -5.94890
H: 3.62316 2.66084 -6.38063
H: 1.97939 3.26889 -6.37686
C: 0.06675 -3.70298 1.43092
S: 0.98979 -4.86693 0.43387
O: 2.28670 -4.08579 0.10352
C: 1.31162 -6.08261 1.62928
H: -0.24315 -2.88982 0.78648
H: 0.75656 -3.29222 2.14505
H: -0.82887 -4.14768 1.93046
H: 2.13715 -6.66140 1.35235
H: 0.36877 -6.61449 1.59553
H: 1.38234 -5.67146 2.65025
C: 6.87799 -2.54367 -3.66632
S: 5.15768 -2.24272 -3.21721
O: 4.44935 -2.63836 -4.45977
C: 5.22471 -0.37957 -3.26919
H: 7.14319 -2.03726 -4.56375
H: 7.03264 -3.60068 -3.79578
H: 7.60210 -2.17772 -2.91147
H: 4.16342 -0.15373 -3.06783
H: 5.54914 0.05722 -4.22389
H: 5.81355 -0.03073 -2.43479
C: 1.68751 -2.64569 -6.25974
S: 1.20724 -3.80135 -4.95069
O: 1.06880 -2.68826 -3.86902
C: -0.44037 -4.27167 -5.63590
H: 1.56913 -3.19835 -7.23319
H: 2.72270 -2.39561 -6.05596
H: 0.97868 -1.84675 -6.18371
H: -0.38595 -4.19583 -6.68853
H: -1.26592 -3.64198 -5.30561
H: -0.62231 -5.27924 -5.32597
C: -5.51204 -3.31938 2.34438
S: -4.24695 -2.01436 1.93295
O: -3.31119 -2.53794 0.96072
C: -5.35946 -0.94960 0.90791
H: -5.71467 -3.96687 1.47505
H: -6.41763 -2.80831 2.68586
H: -5.00632 -3.92187 3.11192
H: -6.09324 -0.28861 1.46924
H: -5.82931 -1.54207 0.13421
H: -4.61914 -0.25770 0.47208

---

The following is a DFT calculation (the ωB97M-V functional and the def2-TZVPD basis) of a structure of composition C55H38F3N11OPRuS2 in a non-equilibrium geometry.

Computed properties:
total charge: 0
HOMO energy (spin up / spin down): -0.254 / -0.276 hartree
total energy: -117785.4108 eV
2S+1: 2
energy above the lowest of the compared OMol25 structures with the same formula, charge and spin: 0.0 kcal/mol
max |F|: 1.8 eV Å⁻¹
Kohn-Sham gap (spin up / spin down): 6.83 / 6.60 eV

Element x y z (Å)
Ru: -0.27719 -1.01969 0.46446
N: -0.99268 0.73686 1.69981
C: -2.40764 0.77048 1.93114
C: -2.94978 1.13028 3.15382
C: -4.32968 1.18350 3.29456
C: -5.15888 0.88234 2.22509
C: -4.60675 0.47559 1.01939
C: -3.22633 0.40654 0.87152
P: -2.36857 -0.45512 -0.47285
C: -2.38682 0.62063 -1.93718
C: -3.32055 1.64201 -2.09180
C: -3.32165 2.42016 -3.23947
C: -2.39565 2.17518 -4.24543
C: -1.46759 1.15296 -4.09962
C: -1.45967 0.38012 -2.94614
C: -3.54036 -1.77736 -0.90607
C: -3.82766 -2.73153 0.07083
C: -4.70370 -3.76689 -0.20539
C: -5.30161 -3.85874 -1.45665
C: -5.01935 -2.91260 -2.42884
C: -4.14164 -1.86999 -2.15599
H: -0.44672 0.76442 2.55549
H: -0.71260 1.55006 1.13713
H: -2.29950 1.37213 3.98614
H: -4.75840 1.45776 4.24949
H: -6.23324 0.92242 2.34325
H: -5.25054 0.15790 0.20781
H: -4.03903 1.84308 -1.30652
H: -4.04765 3.21560 -3.35040
H: -2.40112 2.77777 -5.14500
H: -0.74915 0.95436 -4.88515
H: -0.73832 -0.41947 -2.83085
H: -3.35128 -2.66657 1.04274
H: -4.91242 -4.50995 0.55374
H: -5.98452 -4.67029 -1.67179
H: -5.47721 -2.98450 -3.40692
H: -3.91831 -1.14453 -2.92741
C: 4.87914 -0.06332 -1.10145
N: 3.44607 0.06882 -1.27955
C: 2.50559 -0.75159 -0.87426
N: 1.32586 -0.27492 -1.18924
C: 1.59266 0.91312 -1.77651
N: 2.87586 1.16162 -1.88377
C: 5.48691 0.89889 -0.08767
C: 6.53444 0.47575 0.72744
C: 7.18502 1.37688 1.57260
C: 6.79612 2.70359 1.60970
C: 5.74159 3.12206 0.79873
C: 5.09116 2.22528 -0.03790
C: 5.35433 4.52499 0.75111
N: 5.94620 5.55504 1.24886
N: 5.23011 6.66801 0.80473
C: 4.26668 6.20548 0.08929
O: 4.27143 4.86001 0.02379
C: 3.24389 6.91046 -0.67519
C: 3.60492 7.98580 -1.47456
C: 2.63920 8.59236 -2.27000
C: 1.33203 8.11896 -2.25599
C: 0.97134 7.06024 -1.42447
C: -0.47939 6.63407 -1.38163
N: -0.72999 5.49589 -0.50560
C: -0.33839 4.21276 -0.58348
N: -0.71131 3.55415 0.50214
C: -1.34922 4.51277 1.22755
N: -1.37951 5.69723 0.66222
C: 1.93033 6.46340 -0.63835
H: 5.34115 0.09681 -2.07698
H: 5.06128 -1.09754 -0.81227
H: 2.69545 -1.69650 -0.39387
H: 0.83310 1.57005 -2.16690
H: 6.85215 -0.56038 0.70066
H: 8.00240 1.03596 2.20272
H: 7.29682 3.41915 2.24851
H: 4.29578 2.57264 -0.67730
H: 4.63208 8.32401 -1.48255
H: 2.90848 9.42223 -2.90970
H: 0.58196 8.58560 -2.88510
H: -0.84966 6.42849 -2.38793
H: -1.08508 7.43762 -0.96528
H: 0.20972 3.81364 -1.42229
H: -1.79805 4.33970 2.19473
H: 1.67480 5.63616 0.01279
S: -0.90554 -2.49858 2.12374
C: -1.03329 -4.02970 1.31501
C: -1.40876 -5.16412 2.04188
C: -1.54709 -6.39172 1.42078
C: -1.94428 -7.53220 2.19671
N: -2.27225 -8.43133 2.83268
C: -1.30565 -6.50938 0.03885
C: -0.92563 -5.39097 -0.68179
C: -0.77628 -4.15509 -0.05408
S: -0.28910 -2.76418 -0.98305
C: -1.45096 -7.76795 -0.63361
N: -1.56424 -8.76380 -1.19617
H: -1.60444 -5.07709 3.10273
H: -0.74038 -5.47843 -1.74457
F: 7.38704 -0.43475 6.21360
C: 6.52413 0.58780 6.09958
F: 7.24157 1.67272 5.74790
F: 6.04316 0.83669 7.33447
C: 5.42905 0.30770 5.11776
C: 4.59679 1.34996 4.73027
C: 3.57402 1.11855 3.83208
C: 3.35819 -0.16518 3.31448
C: 4.19964 -1.20445 3.71811
C: 5.23238 -0.97002 4.61060
C: 2.27309 -0.43155 2.41933
C: 1.32364 -0.62031 1.68338
H: 4.75489 2.34488 5.13046
H: 2.92356 1.92770 3.52696
H: 4.02180 -2.20167 3.33897
H: 5.87751 -1.78079 4.91930